# 1
Below is a structure of composition C4H4LiO5Rh at a distorted geometry, with properties calculated with the ωB97M-V functional and the def2-TZVPD basis.

```
15
Properties=species:S:1:pos:R:3:mulliken_charge:R:1
O 0.249 0.803 1.742 -0.66
C 0.833 -0.328 1.848 0.84
C -1.053 0.218 -0.308 -0.71
O 1.996 -0.511 2.193 -0.22
O 0.267 -1.309 1.084 -0.35
C -1.031 -1.052 0.554 -0.37
H -1.877 0.107 -1.025 0.41
H -1.274 1.213 0.089 0.39
H -1.274 -1.936 -0.045 0.38
H -1.760 -0.947 1.368 0.31
O 0.336 -0.443 -2.342 -0.60
C 0.282 0.303 -1.331 1.40
O 1.079 1.313 -1.286 -0.82
Li 1.326 1.905 0.487 0.92
Rh 1.901 0.665 -3.026 0.08
```

* ΔE to the lowest compared entry with this formula, charge and spin: 42.4 kJ/mol
* total charge: +1
* expectation value of S²: 8.76
* LUMO energy (alpha / beta): -3.874 / -8.850 eV
* spin multiplicity: 6
* HOMO level (alpha / beta): -0.376 / -0.550 hartree
* HOMO-LUMO gap (alpha / beta): 6.363 / 6.127 eV
* largest force on an atom: 6.431 eV/A

=====

# 2
Below is a cluster of 2 separate species, C3H12NS2 in total at a distorted geometry, with properties calculated with the ωB97M-V functional and the def2-TZVPD basis.

```
18
Properties=species:S:1:pos:R:3:mulliken_charge:R:1
S -1.268 -0.298 1.138 -0.11
S -0.155 -1.741 0.225 -0.07
C -1.115 -0.746 2.881 -0.72
C -1.343 -3.091 0.061 -0.75
H -1.662 0.012 3.466 0.30
H -0.061 -0.748 3.206 0.28
H -1.551 -1.737 3.094 0.26
H -1.689 -3.460 1.041 0.26
H -2.222 -2.786 -0.530 0.29
H -0.834 -3.917 -0.465 0.29
C 1.146 2.410 -2.416 -0.75
N 1.835 2.217 -1.102 -0.31
H 0.305 3.115 -2.309 0.33
H 0.754 1.448 -2.788 0.32
H 1.851 2.814 -3.162 0.34
H 2.206 3.121 -0.746 0.39
H 1.174 1.835 -0.395 0.29
H 2.629 1.552 -1.198 0.38
```

* ΔE to the lowest compared entry with this formula, charge and spin: 39.5 kJ/mol
* total charge: +1
* LUMO energy: -3.862 eV
* spin multiplicity: 1
* HOMO level: -0.433 hartree
* HOMO-LUMO gap: 7.917 eV
* largest force on an atom: 1.180 eV/A

=====

# 3
Below is a cluster of 2 separate species, CH2NO3S in total at a distorted geometry, with properties calculated with the ωB97M-V functional and the def2-TZVPD basis.

```
8
Properties=species:S:1:pos:R:3:mulliken_charge:R:1
C -0.621 -1.111 -0.985 0.64
N -0.153 0.050 1.138 -0.43
O -0.807 1.367 0.990 -0.39
O -0.244 -2.212 -0.826 -0.42
O -1.155 -0.255 -1.558 -0.40
S 1.408 0.122 1.221 -0.27
H 1.956 0.187 -0.136 0.01
H -0.384 1.853 0.155 0.26
```

* ΔE to the lowest compared entry with this formula, charge and spin: 286.1 kJ/mol
* total charge: -1
* LUMO energy: 3.840 eV
* spin multiplicity: 1
* HOMO level: -0.107 hartree
* HOMO-LUMO gap: 6.759 eV
* largest force on an atom: 3.145 eV/A

=====

# 4
Below is a structure of composition C26H40BrFeNOP2 at a distorted geometry, with properties calculated with the ωB97M-V functional and the def2-TZVPD basis.

```
72
Properties=species:S:1:pos:R:3:mulliken_charge:R:1
N -6.862 5.219 -6.216 -0.56
C -6.579 5.708 -5.005 -0.34
C -5.735 5.066 -4.102 -0.53
C -5.056 3.888 -4.505 0.65
C -5.350 3.391 -5.806 -0.41
C -6.266 4.091 -6.605 -0.34
C -4.085 3.251 -3.621 -0.15
Fe 0.531 -0.187 -1.397 -0.10
P 5.140 -0.689 -0.998 0.22
C -3.227 2.263 -4.005 -0.94
C -2.217 1.759 -3.111 0.78
C -0.984 1.379 -3.632 -1.04
C 0.185 1.469 -2.841 0.10
C 0.043 1.913 -1.441 -0.15
C -1.266 2.026 -0.894 -0.36
C -2.386 1.958 -1.734 -0.46
Br 1.773 1.972 -0.363 0.00
H -3.978 3.667 -2.602 0.41
H -3.170 1.972 -5.041 0.26
H -5.639 5.509 -3.116 0.36
H -4.900 2.476 -6.184 0.32
H -7.101 6.634 -4.769 0.38
H -6.530 3.690 -7.583 0.36
H -0.987 1.197 -4.720 0.36
H -3.415 2.164 -1.401 0.63
H 1.182 1.382 -3.303 0.63
H -1.372 2.211 0.194 0.54
P -0.524 -2.041 -1.206 1.15
C 4.955 1.151 -0.866 0.04
C 6.182 1.897 -1.410 -1.35
H 4.811 1.405 0.193 0.54
H 4.020 1.503 -1.331 -0.08
H 6.148 2.968 -1.159 0.39
H 7.083 1.466 -0.954 0.38
H 6.243 1.783 -2.501 0.33
C 4.483 -1.234 -2.622 0.73
C 5.419 -2.289 -3.248 -1.34
H 4.399 -0.361 -3.282 0.43
H 3.456 -1.619 -2.526 -0.66
H 5.196 -2.452 -4.311 0.40
H 6.461 -1.952 -3.173 0.41
H 5.314 -3.252 -2.732 0.34
C 4.138 -1.567 0.268 0.21
C 4.999 -1.978 1.482 -1.31
H 3.728 -2.458 -0.232 0.30
H 3.255 -0.965 0.536 -0.08
H 4.492 -2.713 2.121 0.38
H 5.925 -2.440 1.110 0.39
H 5.231 -1.096 2.095 0.36
C -0.581 -3.258 0.162 -0.55
C -1.617 -4.409 0.065 -1.20
H -0.735 -2.672 1.084 0.43
H 0.420 -3.718 0.229 0.48
H -2.629 -4.102 0.368 0.25
H -1.680 -4.823 -0.953 0.30
H -1.333 -5.246 0.726 0.40
C 0.427 -2.899 -2.521 -0.10
C -0.025 -2.585 -3.941 -1.28
H 0.352 -3.974 -2.314 0.52
H 1.487 -2.614 -2.385 -0.31
H -0.988 -3.046 -4.186 0.34
H -0.104 -1.510 -4.146 0.18
H 0.727 -2.995 -4.622 0.46
C -2.296 -1.891 -1.748 -0.65
C -3.315 -1.574 -0.645 -1.37
H -2.566 -2.815 -2.286 0.52
H -2.273 -1.100 -2.520 0.38
H -4.157 -1.034 -1.104 0.37
H -3.704 -2.502 -0.196 0.37
H -2.876 -0.949 0.151 0.25
O 0.032 0.584 1.583 -0.25
C 0.276 -0.001 0.611 -0.10
```

* ΔE to the lowest compared entry with this formula, charge and spin: 0.9 kJ/mol
* total charge: +2
* expectation value of S²: 6.06
* LUMO energy (alpha / beta): -5.959 / -9.181 eV
* spin multiplicity: 5
* HOMO level (alpha / beta): -0.475 / -0.478 hartree
* HOMO-LUMO gap (alpha / beta): 6.968 / 3.824 eV
* largest force on an atom: 4.376 eV/A

=====

# 5
Below is the ion C5H13NS with charge +1 at a distorted geometry, with properties calculated with the ωB97M-V functional and the def2-TZVPD basis.

```
20
Properties=species:S:1:pos:R:3:mulliken_charge:R:1
C -1.384 0.175 0.926 -0.35
N 0.002 0.461 0.546 0.00
C 0.465 -0.166 -0.682 0.12
C 1.896 0.323 -0.807 -0.95
S 2.584 0.179 -2.426 -0.14
C 0.342 -1.697 -0.768 -1.14
C -1.892 1.228 1.898 -1.16
H -1.516 -0.838 1.312 0.32
H -1.963 0.203 0.004 0.40
H 0.639 0.240 1.309 0.38
H -0.092 0.315 -1.495 0.45
H 2.597 -0.199 -0.153 0.42
H 1.912 1.403 -0.551 0.43
H 1.446 0.199 -3.155 0.14
H -0.308 -2.024 -1.575 0.31
H -0.073 -2.109 0.149 0.35
H 1.304 -2.176 -0.960 0.38
H -2.152 2.143 1.368 0.34
H -1.084 1.511 2.581 0.34
H -2.722 0.830 2.480 0.36
```

* ΔE to the lowest compared entry with this formula, charge and spin: 67.2 kJ/mol
* total charge: +1
* expectation value of S²: 0.75
* LUMO energy (alpha / beta): -2.985 / -8.377 eV
* spin multiplicity: 2
* HOMO level (alpha / beta): -0.477 / -0.472 hartree
* HOMO-LUMO gap (alpha / beta): 9.987 / 4.463 eV
* largest force on an atom: 4.294 eV/A

=====

# 6
Below is the molecule C4H5N2P at a distorted geometry, with properties calculated with the ωB97M-V functional and the def2-TZVPD basis.

```
12
Properties=species:S:1:pos:R:3:mulliken_charge:R:1
C 0.241 -0.683 -0.618 -0.21
C 0.130 0.501 -1.410 -0.81
C -0.167 -0.466 0.655 0.32
C -0.239 1.535 -0.452 -0.15
N 0.550 -1.301 1.532 -0.48
N -0.685 0.860 0.786 -0.26
P -2.054 1.718 -0.018 0.00
H 0.235 -1.639 -1.215 0.30
H 0.514 0.770 -2.350 0.42
H 0.995 -2.142 1.160 0.24
H 0.322 2.481 -0.560 0.37
H 0.160 -1.634 2.490 0.25
```

* ΔE to the lowest compared entry with this formula, charge and spin: 39.8 kJ/mol
* expectation value of S²: 2.04
* LUMO energy (alpha / beta): 0.856 / -0.799 eV
* spin multiplicity: 3
* HOMO level (alpha / beta): -0.231 / -0.322 hartree
* HOMO-LUMO gap (alpha / beta): 7.129 / 7.976 eV
* largest force on an atom: 6.450 eV/A